35
Properties=species:S:1:pos:R:3:forces:R:3:mulliken_charge:R:1 method="wB97M-V/def2-TZVPD" max_force_ev_per_a=1.65 multiplicity=1 orbital_gap_ev=8.111 total_charge=+4
Zr -0.3331 -0.5249 -0.2710 1.0136 -1.0045 0.1106 1.376
O -2.2883 -1.3078 -0.0097 -0.9220 -0.0714 0.1170 -0.519
C -3.0887 -0.6665 1.0420 -0.9307 0.5834 1.2269 -0.420
C -2.2224 0.2263 1.9073 -0.4407 -0.0466 0.2722 0.536
C -2.6828 0.7787 3.0978 0.1299 -0.2624 -0.5622 -0.853
C -1.8259 1.5770 3.8469 0.1400 -0.1339 -0.1905 -0.209
C -0.5223 1.8002 3.3964 0.1403 -0.1315 -0.4374 -0.780
C -0.1290 1.2390 2.1945 0.5182 0.5144 0.5654 -0.013
N -0.9679 0.4695 1.4551 -0.5009 0.1461 0.7023 -0.275
H -2.9499 -1.8126 -0.5357 0.6605 -0.0019 -0.0990 0.394
H -3.5558 -1.4458 1.6663 0.2197 0.1341 -0.3367 0.493
H -3.8886 -0.0614 0.5847 0.2699 -0.2883 -0.0812 0.433
H -3.6898 0.5871 3.4392 -0.1055 -0.0722 0.0049 0.514
H -2.1598 2.0031 4.7837 -0.0395 0.0428 0.0488 0.492
H 0.1641 2.4025 3.9790 0.0376 -0.0235 -0.1108 0.455
H 0.8833 1.3872 1.7936 -0.4087 -0.0068 0.2178 0.501
N 3.1863 -2.4937 1.0719 -0.3433 0.2782 0.1466 -0.235
C 2.1791 -2.3497 0.2605 1.0093 -0.7695 -0.1598 0.620
O 1.2009 -1.5609 0.5196 0.1569 0.1339 0.3178 -0.499
C 2.1803 -3.1614 -1.0179 -0.3012 -0.1396 -0.3627 -0.871
I 0.5315 -2.5696 -2.3256 0.4754 -0.5498 0.2896 0.205
H 3.2350 -2.0088 1.9710 -0.1344 -0.0513 -0.2130 0.292
H 3.9733 -3.1151 0.8837 -0.1985 -0.0076 -0.1390 0.284
H 2.0500 -4.2361 -0.8218 -0.1240 0.2887 0.0619 0.496
H 3.1072 -3.0516 -1.5933 -0.1956 0.1487 0.1146 0.505
N 1.5962 2.5042 -3.5977 0.4310 0.3508 0.0509 -0.240
C 0.3583 1.6961 -3.4870 -0.9118 -0.4720 -0.1176 -0.650
C 0.0971 1.0263 -2.1502 0.7114 0.5898 -0.4731 1.321
O 0.9713 0.8816 -1.2406 0.4626 0.3927 -0.1213 -0.710
O -1.0154 0.4642 -1.9345 -0.9752 0.3679 -1.1283 -0.558
H 1.9091 2.5490 -4.5864 -0.0779 0.0063 0.2990 0.404
H 2.3783 2.1169 -3.0441 -0.1544 0.1559 -0.1811 0.341
H 1.4536 3.4862 -3.2991 0.0812 -0.2950 -0.0436 0.407
H 0.3851 0.8724 -4.2213 0.0839 0.2354 0.1449 0.344
H -0.5203 2.2985 -3.7576 0.2228 -0.0414 0.0663 0.420

---

27
Properties=species:S:1:pos:R:3:forces:R:3:mulliken_charge:R:1 method="wB97M-V/def2-TZVPD" max_force_ev_per_a=5.40 multiplicity=1 e_above_lowest_kcal_mol=101.97 smiles="C/C=C1/C2=CC[NH2+][C@@]1(C)CC2" orbital_gap_ev=9.717 total_charge=+1
C 2.7413 -0.9560 -0.1817 -0.5049 2.4999 -0.1490 -1.011
C 1.3991 -1.6389 -0.0300 0.1632 4.6228 0.0305 -0.441
C 0.2862 -0.9661 0.2066 -1.0400 2.4758 -0.4123 0.097
C -1.0959 -1.3390 0.4580 -0.2981 -2.5556 -1.5271 0.124
C -1.9150 -1.4278 -0.6243 0.4139 -0.7066 2.8842 -0.688
C -1.3718 -0.7010 -1.7444 -1.1728 0.4598 -2.2028 -0.720
N -1.0141 0.7019 -1.1723 -1.6263 2.4887 -0.7788 -0.227
C -0.2263 0.7169 0.2180 2.1406 -4.7039 -1.5482 0.881
C 0.8393 1.7012 0.1244 1.4386 1.0410 3.7878 -1.732
C -1.0579 0.6323 1.4317 0.0440 0.1818 2.9523 -0.715
C -1.4622 -0.8850 1.7900 -3.1603 1.8639 0.7413 -0.744
H 3.4252 -1.7544 -0.0482 1.3039 -0.2072 -0.1859 0.411
H 2.8775 -0.1847 0.6726 0.0612 -1.4360 -1.4639 0.271
H 2.8956 -0.3670 -1.1888 -0.2226 -1.4012 1.8607 0.224
H 1.4582 -2.6456 -0.0779 -0.4466 -3.2408 0.0759 0.622
H -2.9166 -1.7241 -0.3903 -0.7543 0.4073 -0.6664 0.452
H -0.4581 -1.0867 -2.0935 1.2572 -0.4672 -0.3153 0.411
H -2.0197 -0.6375 -2.6850 0.6106 0.4672 1.5438 0.382
H -0.4279 1.2605 -1.8870 -1.1574 -1.0531 1.3738 0.417
H -1.9802 1.2308 -1.0916 2.4251 -1.0755 -0.0419 0.441
H 1.7716 1.3540 0.7592 -2.1265 1.0545 -1.1483 0.178
H 0.5003 2.7148 0.4280 0.3022 -0.5149 0.1468 0.345
H 1.1415 1.7964 -0.8391 1.3863 0.2301 -2.9125 0.594
H -1.8704 1.3109 1.3026 -1.2443 0.1709 0.1912 0.443
H -0.5529 1.0028 2.3667 0.1221 0.0512 -1.2683 0.303
H -2.6072 -0.7655 1.9972 2.0008 -0.9676 -0.3977 0.282
H -0.9656 -1.3046 2.6770 0.0844 0.3147 -0.5698 0.401

---

34
Properties=species:S:1:pos:R:3:forces:R:3:mulliken_charge:R:1 method="wB97M-V/def2-TZVPD" max_force_ev_per_a=17.13 multiplicity=1 e_above_lowest_kcal_mol=206.59 smiles="COCCOC(=O)c1sc(=S)n(CCOC)c1N" orbital_gap_ev=7.945 total_charge=0
C 3.9448 4.7778 -1.9391 -1.2925 -0.4128 -5.0576 -0.732
O 3.3925 3.5296 -2.7378 3.4456 6.4754 -1.7921 -0.343
C 2.7506 2.7167 -1.9532 -1.0489 -3.4950 1.4635 -0.315
C 2.0787 1.7177 -2.9496 14.5692 -5.7974 6.8968 -1.046
O 1.8013 0.4822 -2.2643 -1.1464 2.0540 -1.4050 -0.223
C 0.6214 0.5867 -1.7006 -1.3143 -1.3063 2.4312 0.897
O -0.1589 1.5644 -1.6512 2.0582 -2.2101 -0.8100 -0.765
C 0.4397 -0.7025 -0.9320 -5.6112 2.6914 -0.1076 0.089
S 1.2887 -2.1526 -0.6858 0.1651 -0.1263 0.5933 -0.179
C 0.0296 -2.6606 0.4636 8.2915 -5.7454 -1.5070 0.503
S 0.3147 -4.1435 1.1462 -0.1496 -0.4490 0.5264 -0.364
N -0.9046 -1.8780 0.5413 -5.8220 3.4477 -0.1029 0.351
C -2.0240 -2.3790 1.3104 -4.4378 0.5204 -3.9226 -1.687
C -2.0829 -1.8254 2.5914 5.1155 -3.1265 2.8758 -0.807
O -3.0806 -1.8300 3.3839 -8.9308 -2.3910 3.1478 -0.450
C -3.6072 -3.2190 3.7630 -6.1266 6.1674 -3.6064 -0.953
C -0.8550 -0.7894 -0.3444 -1.5095 2.7849 1.3945 -0.104
N -2.1207 0.2112 -0.2326 8.0406 -3.9381 -6.7847 -0.438
H 4.5878 4.3822 -1.2246 1.6605 -0.3227 0.9566 0.342
H 3.1349 5.2647 -1.4804 -1.3549 0.3126 0.7927 0.324
H 4.2983 5.5811 -2.7455 -0.0912 -2.2966 1.8133 0.224
H 3.5714 2.2058 -1.3204 -2.0009 0.1193 0.0823 0.311
H 1.9141 3.1924 -1.5118 -0.5762 0.5828 1.8398 0.443
H 1.4740 2.1343 -3.4608 -8.2855 4.6114 -6.7366 0.635
H 3.1559 1.4535 -3.4065 -2.9913 0.3039 -0.4760 0.319
H -2.9659 -1.9264 0.8219 1.0261 -1.0082 0.0571 0.311
H -2.1424 -3.4597 1.3391 0.5507 0.0437 -0.6864 0.624
H -1.4213 -2.2875 3.2987 2.6208 -1.1654 -0.5752 0.547
H -1.6888 -0.9394 2.6195 1.8953 5.8166 -0.4489 0.841
H -4.4326 -2.9599 4.4643 0.7970 -0.5075 -0.4959 0.245
H -2.9642 -3.8156 4.0956 6.1335 -4.1711 3.5901 0.531
H -4.0133 -3.8547 2.9268 -0.0662 1.3482 0.1113 0.308
H -2.5606 0.0389 0.5419 -3.0313 -0.0121 5.3525 0.189
H -1.7752 0.9841 -0.7671 -0.5824 1.2018 0.5901 0.375

---

34
Properties=species:S:1:pos:R:3:forces:R:3:mulliken_charge:R:1 method="wB97M-V/def2-TZVPD" max_force_ev_per_a=3.62 multiplicity=1 e_above_lowest_kcal_mol=17.04 smiles="C[C@@H](O)[C@H](N)C(=O)N[C@@H](Cc1c[nH]cn1)C(=O)O" orbital_gap_ev=8.941 total_charge=0
C 3.9267 1.3187 -0.1389 0.2471 -1.4048 0.1942 -1.559
C 2.5417 0.7882 0.2299 0.6389 -0.0509 0.3652 0.203
O 1.6029 1.3220 -0.6773 -1.0432 0.0774 -0.2133 -0.613
C 2.5643 -0.7725 0.1119 -0.9818 -0.9823 0.4298 0.344
N 2.6429 -1.1857 -1.2875 1.4316 0.2860 0.8999 -0.769
C 1.2321 -1.2179 0.7598 1.7316 1.6542 -0.9295 0.162
O 1.1484 -1.2619 1.9706 -0.4597 -0.8579 0.4590 -0.683
N 0.2017 -1.3223 -0.1019 -1.4599 -0.8423 0.4060 -0.151
C -1.0738 -1.6894 0.4826 -0.1301 0.8020 -0.1803 -0.301
C -1.6314 -0.5692 1.4030 -1.2570 0.6581 -1.0301 -1.062
C -2.1102 0.6969 0.6542 -1.7130 -2.0624 0.5712 0.167
C -3.3869 1.2162 0.5020 -0.7297 0.2747 1.4638 -0.581
N -3.1985 2.3958 -0.2113 -1.2985 -1.0188 0.3206 -0.059
C -1.9348 2.4569 -0.5887 1.1799 -0.7805 -0.2780 -0.521
N -1.2923 1.4054 -0.0948 2.7623 1.9635 -1.2593 -0.275
C -1.9950 -1.9963 -0.6737 -1.3948 0.0561 0.1437 0.384
O -1.6886 -1.9643 -1.8286 0.2110 0.0691 -0.4138 -0.591
O -3.2701 -2.2647 -0.2666 -0.0332 0.0888 -0.1820 -0.452
H 3.9441 2.3839 -0.1303 0.0890 0.7879 -0.1001 0.409
H 4.7110 0.9105 0.5341 -0.6180 0.3683 -0.0668 0.352
H 4.1953 0.9049 -1.1116 -0.0735 0.3756 -0.2024 0.374
H 2.2756 1.1368 1.2539 0.2157 -0.6900 -0.4022 0.376
H 0.6450 1.2295 -0.3819 1.1849 0.1341 -0.0676 0.561
H 3.3574 -1.2801 0.7446 -0.6579 0.9255 -0.7535 0.385
H 2.2387 -0.5319 -1.9115 -0.4574 0.7034 -0.4753 0.275
H 2.3003 -2.1038 -1.4599 -0.2200 -0.5354 -0.0093 0.278
H 0.1222 -0.9894 -1.0690 0.8391 -0.3466 0.7024 0.428
H -0.9809 -2.5951 1.0805 0.1557 -0.0463 0.1104 0.553
H -0.8688 -0.3177 2.1233 0.1734 0.0402 0.1329 0.567
H -2.4937 -0.9789 1.9177 -0.0962 -0.0277 0.2530 0.475
H -4.3642 0.9624 0.9887 1.2459 0.3375 -0.6981 0.357
H -3.9147 3.0175 -0.5067 -0.4726 0.3294 -0.0995 0.186
H -1.5483 3.1954 -1.2898 -0.0059 -0.2539 0.4346 0.416
H -3.8984 -2.3000 -1.0269 0.9963 -0.0322 0.4741 0.367

---

| no. | highest occupied orbital energy (Eh) | E (a.u.) | lowest unoccupied orbital energy (eV) |
| --- | --- | --- | --- |
| 1 | -0.82056 | -1199.2378 | -14.22 |
| 2 | -0.47344 | -444.9926 | -3.17 |
| 3 | -0.28585 | -1597.1720 | 0.17 |
| 4 | -0.31343 | -910.6817 | 0.41 |